No. 1
# C2H2FI2NO

A molecular structure, C2H2FI2NO (wB97M-V/def2-TZVPD, OMol25).

Geometry as ORCA input:
```
! RIJCOSX wB97M-V def2-TZVPD def2/J DEFGRID3
* xyz 0 1
H -1.006 0.843 0.828
O -0.088 -2.046 0.181
C -0.336 -0.920 0.390
N -1.114 -0.083 1.073
C 0.779 0.314 -0.851
I 0.781 2.323 0.110
H -1.884 -0.535 1.559
I 2.802 -0.391 -1.240
F 0.065 0.494 -2.050
*
```

Its molar mass is 328.8 Da. As for the frontier orbital gap: 8.60 eV. As for the total energy: -24560.8800 eV.

***

No. 2
# C63H49IN3O2P2SZr

A molecular structure, C63H49IN3O2P2SZr (wB97M-V/def2-TZVPD, OMol25).

Geometry as ORCA input:
```
! RIJCOSX wB97M-V def2-TZVPD def2/J DEFGRID3
* xyz 3 1
C -2.010 -1.438 3.034
I 1.069 1.939 -2.545
H -2.522 7.824 -3.109
H 1.703 -2.730 0.450
H 1.279 -1.936 1.716
H -5.270 -1.562 3.982
C -0.509 3.901 -0.148
C -4.298 -1.912 3.654
H -0.420 8.319 -2.102
H -3.747 -4.385 -1.456
C -3.290 3.610 -2.664
H -0.052 -2.564 4.555
C -4.142 0.115 -4.938
H -2.178 5.780 6.557
C -1.388 3.835 7.248
N -1.223 -1.554 -0.727
C -1.096 5.428 3.849
C 4.722 1.487 -0.180
H 5.237 2.265 0.370
C 2.493 -1.474 -2.173
C -2.385 3.123 -1.738
O 0.533 1.745 0.817
C -4.800 0.039 -0.707
C -0.784 3.363 2.568
Zr 0.361 0.139 -0.391
C 3.326 -0.456 -1.498
H -0.622 3.777 8.022
C -3.935 0.644 -3.675
C -2.697 0.525 -3.032
H 4.158 -0.222 3.422
C 2.139 -3.310 -3.641
N 1.202 -1.501 -1.799
H 4.197 -2.227 4.881
C -4.073 -3.273 3.472
C -1.072 0.603 5.207
N 2.744 0.186 -0.468
C -1.291 5.265 -1.908
P -0.697 -0.227 2.659
H 0.419 7.386 -3.318
H -4.243 -2.623 0.261
P -2.331 1.302 -1.403
C 0.827 -0.948 3.423
C -1.144 4.701 5.000
H -4.620 -0.661 -1.510
C -3.881 1.053 -0.439
H -3.984 5.206 -3.952
C -3.321 -2.626 -0.307
H -4.086 2.963 -3.010
C -0.927 4.739 2.641
H 5.045 -0.662 -2.752
H 0.151 -4.104 -3.629
C 4.604 -0.158 -1.904
C 3.258 -1.861 4.481
C -5.294 1.785 1.396
C -2.830 -3.715 3.033
C 0.694 5.931 -0.722
C 0.859 -2.049 4.282
H -2.653 -4.775 2.878
H -3.469 2.732 0.858
H -0.854 -3.161 2.431
C -2.181 5.711 -2.902
C 2.031 -0.293 3.137
H -0.927 5.325 1.738
H 2.010 0.606 2.534
C -4.143 1.918 0.633
H 1.236 4.598 0.870
C -2.396 -1.622 -0.093
H -3.290 -0.990 -6.576
C -1.910 -0.756 -4.944
C -0.262 6.197 -1.676
H -1.595 -4.276 -2.668
H -1.089 -0.473 5.339
H -1.318 0.901 7.330
H -1.195 6.508 3.841
C -1.214 1.381 6.362
H -7.124 0.692 1.682
H 2.504 -4.016 -4.378
C -0.929 1.109 3.926
C -3.127 -0.584 -5.584
C -0.946 -2.519 -1.644
C 5.322 0.820 -1.231
C 2.069 -2.497 4.807
C -3.042 -3.588 -1.246
C -1.833 -3.524 -1.929
C -5.961 -0.087 0.051
H 4.040 -2.361 -3.364
H -2.619 -0.837 0.597
C -1.760 7.089 -3.371
H 1.523 6.606 -0.531
C 0.390 -2.461 -2.270
C 0.822 -3.363 -3.220
H -1.112 -1.309 -5.426
C -1.073 3.289 4.936
H 2.075 -3.346 5.480
C -1.704 -0.197 -3.689
H -6.677 -0.865 -0.192
C 2.995 -2.377 -3.085
H -1.644 7.133 -4.453
O 1.178 -1.981 0.751
C -3.232 4.905 -3.231
H -4.770 1.136 -3.192
C 3.236 -0.743 3.656
C -1.414 4.040 -1.239
C -3.273 -1.000 3.437
C -6.211 0.783 1.103
H -0.440 5.751 6.731
S -0.800 2.620 0.977
C -1.216 2.739 6.223
H -4.863 -3.986 3.676
C -1.811 -2.801 2.794
C 0.537 4.784 0.061
C -0.423 7.363 -2.625
H -0.732 -0.300 -3.247
C -0.919 2.533 3.750
H -3.457 0.057 3.598
H -5.484 2.477 2.210
H 2.912 1.689 0.934
H -5.102 0.252 -5.422
C -1.298 5.149 6.433
H -2.347 3.735 7.756
H 6.333 1.063 -1.537
C 3.430 1.152 0.154
*
```

Its molar mass is 1192.2 Da. As for the frontier orbital gap: 6.40 eV. Its relative energy (zero: lowest compared OMol25 entry of this formula, charge and spin) is 0.00 kcal/mol. As for the total energy: -113469.7256 eV.

***

No. 3
# C4H5NO2S

A single C4H5NO2S molecule (wB97M-V/def2-TZVPD, OMol25).

Geometry as ORCA input:
```
! RIJCOSX wB97M-V def2-TZVPD def2/J DEFGRID3
* xyz 0 1
H -0.245 2.270 -0.497
C -1.043 -0.308 0.122
H -0.347 0.507 1.970
S -0.791 -0.297 -1.671
H -2.068 -0.556 0.205
N 0.773 -0.986 -1.466
H 1.620 -0.445 -1.636
H 0.508 2.668 1.142
C -0.098 1.978 0.536
O 1.698 -2.377 0.114
C 0.801 -1.700 -0.269
O -0.326 -1.541 0.517
C -0.480 0.788 0.932
*
```

Its molar mass is 131.2 Da. As for the frontier orbital gap: 9.89 eV. The SMILES is C=C[C@@H]1OC(=O)NS1. Its relative energy (zero: lowest compared OMol25 entry of this formula, charge and spin) is 44.57 kcal/mol. As for the total energy: -20648.2469 eV.

***

- Among the records above, which one has the highest total energy?
  C4H5NO2S